Molecular formula: C3H3N3O3
Method: DFT, the ωB97M-V functional and the def2-TZVPD basis

```
12
Properties=species:S:1:pos:R:3:mulliken_charge:R:1
N -0.427 1.382 -0.698 -0.540
C 1.776 0.263 0.093 0.359
C -1.423 -0.392 0.243 0.501
C 0.313 0.267 -0.206 1.312
O 2.324 -0.947 0.005 -0.481
O -2.621 -0.739 0.583 -0.438
N -0.765 0.853 0.611 -0.485
N -0.474 -0.967 -0.412 -0.781
O 2.387 1.258 0.353 -0.538
H 1.673 -1.620 -0.250 0.407
H -2.845 -1.613 0.232 0.379
H 0.084 2.254 -0.554 0.305
```

Its relative energy (zero: lowest compared OMol25 entry of this formula, charge and spin) is 4.3726 eV. The gap between HOMO and LUMO comes out at 0.391 hartree. For the LUMO energy, the calculation gives 0.01296 hartree. The HOMO energy comes out at -0.3779 Ha. The net charge is 0.